# 1
{
  "formula": "C6H11NO",
  "method": "ωB97M-V/def2-TZVPD",
  "elements": ["C", "C", "H", "H", "H", "N", "C", "H", "H", "H", "H", "C", "C", "O", "H", "H", "H", "H", "C"],
  "positions_angstrom": [[-2.6020, -0.6449, -0.1719], [-2.1675, 0.0688, -1.1704], [-1.3162, 0.5747, -2.9900], [-1.9921, 1.9689, -2.0017], [0.7925, 1.6481, 1.8884], [2.3731, -0.3386, -0.4514], [-1.8071, 0.9086, -2.0860], [3.3732, -0.4920, -0.5212], [1.9480, -0.8048, -1.2467], [1.8012, -2.0053, 0.7912], [2.5397, -0.6109, 1.6031], [0.3660, 1.1559, 1.0152], [1.8695, -0.9075, 0.7888], [-0.2638, -1.0038, 1.8758], [0.9305, 1.4707, 0.1422], [-3.6568, -0.8242, -0.0255], [-1.9836, -1.2714, 0.4510], [-0.6794, 1.4369, 0.9114], [0.4750, -0.3290, 1.1978]],
  "nbo_charge": [-0.5029, 0.1039, 0.2199, 0.2245, 0.2414, -0.8371, -0.5180, 0.3628, 0.3587, 0.1918, 0.2119, -0.7456, -0.3269, -0.5507, 0.2497, 0.2211, 0.2493, 0.2405, 0.6059],
  "de_lowest_kcal_mol": 68.9,
  "e_tot_ev": -9935.4687,
  "homo_lumo_gap_ev": 9.90,
  "homo_energy_ev": -9.14,
  "fmax_ev_per_a": 2.21,
  "smiles": "CC(=O)CN.C=C=C",
  "lumo_energy_ev": 0.76
}

# 2
{
  "formula": "C6H11NO",
  "method": "ωB97M-V/def2-TZVPD",
  "elements": ["C", "H", "H", "C", "H", "H", "H", "N", "H", "H", "H", "O", "C", "C", "H", "C", "H", "H", "C"],
  "positions_angstrom": [[-2.7349, -0.4259, -0.8885], [2.0037, 1.3149, -2.8113], [2.1406, 0.8882, 1.1735], [-2.0459, 0.3252, 1.3725], [-2.4578, -0.4969, -1.9419], [-2.9526, -1.4442, -0.5691], [-1.3402, 1.1617, -0.4470], [2.6069, 0.0524, -1.3913], [1.9176, -0.8701, 1.7618], [-3.6245, 0.2047, -0.8625], [2.4969, -1.7525, -0.3713], [-1.4226, 0.0660, 2.3558], [2.3682, -0.6823, -0.2395], [-1.6098, 0.1758, -0.0526], [-0.7111, -0.4362, -0.1363], [2.0691, -0.1671, 0.9600], [-3.0793, 0.7270, 1.4548], [0.6358, 0.6226, -1.7259], [1.6907, 0.6747, -1.9915]],
  "nbo_charge": [-0.6058, 0.1735, 0.2052, 0.4561, 0.2167, 0.2125, 0.2244, -0.3998, 0.2124, 0.2080, 0.2010, -0.5071, -0.0425, -0.5254, 0.2312, -0.4582, 0.0867, 0.1483, -0.0374],
  "de_lowest_kcal_mol": 59.7,
  "e_tot_ev": -9935.8637,
  "homo_lumo_gap_ev": 9.69,
  "homo_energy_ev": -8.90,
  "fmax_ev_per_a": 1.06,
  "smiles": "C=CN=C.CCC=O",
  "lumo_energy_ev": 0.80
}

# 3
{
  "formula": "C6H11NO",
  "method": "ωB97M-V/def2-TZVPD",
  "elements": ["H", "O", "H", "H", "C", "C", "H", "C", "H", "H", "C", "H", "H", "C", "N", "H", "H", "C", "H"],
  "positions_angstrom": [[-1.9229, -1.5732, -0.4803], [-2.2143, 2.2107, -0.3569], [0.0396, 2.4458, -1.4118], [2.3635, 2.3654, -1.5360], [0.1256, -2.6387, 0.9698], [-0.1043, 1.3151, 0.3660], [2.4718, 1.3307, -0.1637], [0.5763, 1.9743, -0.6030], [-0.8557, -3.1003, 1.0713], [-1.9376, 1.4363, 1.4737], [-0.9433, -1.2006, -0.7615], [0.8754, -3.4183, 0.8332], [1.1231, -1.3017, -0.4532], [-1.4955, 1.7497, 0.5031], [1.9185, 1.9390, -0.7481], [0.3638, -2.1335, 1.9049], [-0.9138, -0.5998, -1.6570], [0.1452, -1.6798, -0.1744], [0.3846, 0.8789, 1.2239]],
  "nbo_charge": [0.1902, -0.5819, 0.2171, 0.3952, -0.6463, -0.4515, 0.3901, 0.1043, 0.2128, 0.0964, -0.3868, 0.2146, 0.1819, 0.4008, -0.7814, 0.2101, 0.2039, -0.1755, 0.2062],
  "de_lowest_kcal_mol": 52.9,
  "e_tot_ev": -9936.1601,
  "homo_lumo_gap_ev": 9.02,
  "homo_energy_ev": -8.21,
  "fmax_ev_per_a": 2.49,
  "smiles": "N/C=C/C=O.C=CC",
  "lumo_energy_ev": 0.81
}

# 4
{
  "formula": "C6H11NO",
  "method": "ωB97M-V/def2-TZVPD",
  "elements": ["O", "H", "C", "H", "H", "C", "N", "H", "C", "C", "H", "H", "C", "C", "H", "H", "H", "H", "H"],
  "positions_angstrom": [[-0.9222, -0.0555, -0.8511], [3.1287, -0.8086, 0.5109], [-1.5007, -1.5862, 0.8799], [1.6607, -1.7595, 0.7373], [-1.1022, -2.3210, 0.1820], [-1.0958, 1.8960, -2.1906], [1.2430, 1.5279, 0.5923], [-2.1636, 1.8203, -2.3891], [-1.2147, -0.2115, 0.3987], [1.4192, 0.3549, 1.0604], [1.1950, 0.2154, 2.1190], [-1.0577, -1.7513, 1.8641], [2.0481, -0.8133, 0.3533], [-0.4498, 1.0506, -1.4173], [-2.5777, -1.7552, 0.9732], [-1.4316, 0.6699, 0.9886], [-0.5575, 2.6788, -2.7027], [1.8609, -0.7582, -0.7203], [1.5178, 1.6062, -0.3886]],
  "nbo_charge": [-0.3923, 0.2337, -0.6901, 0.2140, 0.2336, -0.5731, -0.6115, 0.1923, 0.2078, 0.1058, 0.1628, 0.2268, -0.7014, 0.1750, 0.2321, 0.1885, 0.2154, 0.2291, 0.3514],
  "de_lowest_kcal_mol": 130.2,
  "e_tot_ev": -9932.8081,
  "homo_lumo_gap_ev": [7.66, 8.62],
  "homo_energy_ev": [-7.50, -8.04],
  "fmax_ev_per_a": 0.72,
  "lumo_energy_ev": [0.16, 0.58]
}

# 5
{
  "formula": "C6H11NO",
  "method": "ωB97M-V/def2-TZVPD",
  "elements": ["H", "H", "H", "H", "C", "H", "H", "H", "H", "H", "C", "O", "H", "C", "H", "C", "N", "C", "C"],
  "positions_angstrom": [[-2.9048, 0.2554, 0.2700], [2.4323, -0.4427, -1.1664], [2.4291, 0.1526, 0.5211], [0.3001, 0.7368, -1.4975], [0.2627, 2.0989, 0.0914], [-1.4975, -0.7124, 1.3494], [0.4427, 0.5234, 1.4941], [1.1748, -1.3768, 1.3463], [0.7755, 2.5480, 0.9725], [-0.4118, 2.7583, -0.4254], [-0.2917, -1.5268, -0.2429], [-2.2097, 0.0065, -0.4177], [-0.6624, -2.4727, 0.0795], [1.8073, -0.1740, -0.2861], [-0.1914, -1.4341, -1.3022], [-0.1418, 0.7119, 0.5984], [1.1138, -1.4195, 0.2881], [0.7748, 0.8441, -0.5855], [-1.0788, -0.3962, 0.3721]],
  "nbo_charge": [0.4716, 0.1992, 0.1966, 0.2114, -0.3641, 0.1549, 0.1890, 0.3495, 0.2181, 0.2275, -0.2476, -0.7265, 0.2080, -0.2203, 0.2037, -0.2436, -0.6297, -0.2829, 0.0852],
  "de_lowest_kcal_mol": 84.9,
  "e_tot_ev": -9934.7709,
  "homo_lumo_gap_ev": 9.51,
  "homo_energy_ev": -8.74,
  "fmax_ev_per_a": 2.71,
  "smiles": "O[C@H]1CNC[C@@H]2C[C@H]21",
  "lumo_energy_ev": 0.77
}

# 6
{
  "formula": "C6H11NO",
  "method": "ωB97M-V/def2-TZVPD",
  "elements": ["H", "O", "N", "H", "H", "H", "H", "C", "C", "C", "H", "H", "C", "H", "C", "H", "H", "C", "H"],
  "positions_angstrom": [[0.7915, -2.6436, -0.6015], [1.8259, -0.5505, 1.6835], [-0.1081, -0.2695, 0.5034], [-1.4440, 0.8944, 1.4708], [-0.3662, -1.0156, -1.5934], [0.5976, 1.1461, -1.7561], [2.0727, -2.7991, 0.5064], [-0.4317, 1.0457, 1.0780], [0.9988, -0.9583, 0.8967], [-0.4175, 1.1099, -1.3555], [0.2784, 2.6820, -0.1117], [0.4433, -2.9101, 1.1491], [-0.5740, 1.9988, -0.1521], [-1.4790, 2.5974, -0.1820], [1.0697, -2.3912, 0.4186], [-1.0027, 1.3597, -2.2439], [0.2145, 1.4496, 1.8413], [-0.6938, -0.3176, -0.8278], [-1.7754, -0.4280, -0.7237]],
  "nbo_charge": [0.2162, -0.6164, -0.4485, 0.1867, 0.2221, 0.2013, 0.2344, -0.2193, 0.6887, -0.4084, 0.2114, 0.2360, -0.4248, 0.2122, -0.7138, 0.2135, 0.2424, -0.2166, 0.1829],
  "de_lowest_kcal_mol": 13.0,
  "e_tot_ev": -9937.8901,
  "homo_lumo_gap_ev": 10.12,
  "homo_energy_ev": -9.21,
  "fmax_ev_per_a": 2.11,
  "smiles": "CC(=O)N1CCCC1",
  "lumo_energy_ev": 0.91
}

Q: What is the formula in the fifth record?
A: C6H11NO